Arrangement w

Below is the molecule C4H5N, with properties calculated with the ωB97M-V functional and the def2-TZVPD basis.

Atoms and positions in Å:
C (-0.511, 1.463, 1.471)
C (-0.908, 0.714, 0.321)
H (0.330, 1.028, 2.290)
H (-1.359, -1.250, -0.462)
N (1.701, -0.843, -1.369)
H (-1.041, 2.385, 1.561)
C (-0.536, -0.721, -0.002)
C (0.642, -0.794, -0.826)
H (-1.761, 0.969, -0.568)
H (-0.194, -1.196, 0.980)

Values from the calculation:
2S+1: 1
Total charge: 0
SMILES: C=CCC#N
E_HOMO (eV): -10.17

Arrangement x

Below is a 2-piece molecular cluster, C4H5N overall, with properties calculated with the ωB97M-V functional and the def2-TZVPD basis.

Atoms and positions in Å:
H (2.587, -0.002, 0.854)
H (1.523, -0.471, -0.352)
C (-1.427, -0.811, 0.133)
C (-1.495, 0.501, 0.236)
C (-1.234, -2.009, 0.009)
C (2.129, 0.265, -0.039)
H (1.937, 1.270, -0.501)
H (-0.807, -2.890, -0.370)
H (-1.391, 2.493, -0.152)
N (-1.821, 1.654, 0.181)

Values from the calculation:
2S+1: 1
Total charge: 0
E_HOMO (alpha / beta) (eV): -8.96 / -6.84

Result of the stability comparison: arrangement x is the least stable of them.

Arrangement w

Below is the molecule C4H5N, with properties calculated with the ωB97M-V functional and the def2-TZVPD basis.

Atoms and positions in Å:
H (-0.085, 0.376, 2.582)
C (0.549, -0.986, -1.217)
H (-1.778, 1.129, 2.272)
N (1.059, 0.418, -1.218)
C (0.162, -0.011, -0.243)
H (1.295, -1.728, -0.950)
C (-0.660, 0.414, 0.652)
C (-0.893, 0.646, 1.910)
H (-0.229, -1.283, -1.910)
H (0.580, 1.025, -1.878)

Values from the calculation:
2S+1: 1
Total charge: 0
SMILES: C=C=C1CN1
E_HOMO (eV): -8.84

Arrangement x

Below is the molecule C4H5N, with properties calculated with the ωB97M-V functional and the def2-TZVPD basis.

Atoms and positions in Å:
H (-2.177, -0.996, 0.685)
H (1.713, 2.101, -0.441)
N (0.942, 1.446, -0.341)
C (-0.806, -0.444, 0.033)
C (0.443, -0.808, 0.204)
H (-2.632, 0.234, -0.748)
H (2.427, 0.045, 0.140)
C (-2.034, -0.041, 0.113)
H (0.751, -1.839, 0.325)
C (1.372, 0.301, 0.029)

Values from the calculation:
2S+1: 1
Total charge: 0
SMILES: [H]/N=C/C=C=C
E_HOMO (eV): -8.45

Result of the stability comparison: arrangement x is the least stable of them.

Arrangement w

Below is an isolated ion of composition C3H7N2S2 and charge +1, with properties calculated with the ωB97M-V functional and the def2-TZVPD basis.

Atoms and positions in Å:
C (-0.739, 1.471, -0.644)
S (-0.955, -2.124, -0.100)
C (0.231, 0.134, 1.028)
N (-0.320, 1.405, 0.629)
H (1.909, -2.247, -1.038)
H (-0.514, -0.436, 1.711)
H (1.205, 0.180, 1.488)
H (-0.405, 0.020, -2.165)
H (-0.039, 2.262, 1.111)
N (-0.488, 0.331, -1.230)
C (0.175, -0.721, -0.347)
H (-0.117, -2.530, 0.886)
S (1.900, -0.977, -0.829)
H (-0.963, 2.405, -1.123)

Values from the calculation:
2S+1: 1
Total charge: +1
SMILES: SC1(S)C[NH+]=CN1
E_HOMO (eV): -13.67

Arrangement x

Below is a 3-piece molecular cluster, C3H7N2S2 overall, with properties calculated with the ωB97M-V functional and the def2-TZVPD basis.

Atoms and positions in Å:
C (-2.002, 2.366, 1.837)
C (-1.345, -0.582, -0.374)
H (-2.655, -1.759, 0.406)
S (-0.442, 0.760, -1.131)
H (-2.098, 1.648, 2.540)
H (2.078, -1.112, -0.338)
S (0.362, -0.504, 0.440)
C (-1.971, 3.153, 0.953)
N (2.930, -1.655, -0.895)
H (3.212, -0.856, -1.425)
H (-2.031, 3.834, 0.191)
N (-2.439, -1.110, -0.308)
H (3.770, -1.872, -0.348)
H (2.631, -2.310, -1.549)

Values from the calculation:
2S+1: 1
Total charge: +1
E_HOMO (eV): -12.84

Result of the stability comparison: arrangement x is the least stable of them.